20
Properties=species:S:1:pos:R:3 method="wB97M-V/def2-TZVPD" charge=+1 de_lowest_kcal_mol=31.8 homo_lumo_gap_ev=10.035
C -1.38418 0.91388 0.47718
C -1.42340 -0.48568 -0.18441
C -0.11714 -1.24031 -0.10604
C 0.14882 -2.05665 0.90062
N 0.79302 -0.97347 -1.13548
N -0.05946 1.17578 1.19347
H -1.37530 1.67730 -0.28520
H -2.11649 1.01049 1.27185
H -1.68704 -0.43316 -1.23869
H -2.20827 -1.06789 0.25219
H -0.50072 -2.21806 1.74301
H 1.09253 -2.57512 0.93283
H 1.68569 2.51389 -1.52932
H 0.40577 -1.05881 -2.07539
H 1.59179 -1.54262 -1.08222
H 0.23497 0.38974 1.76073
H 0.74116 1.31386 0.55495
H -0.08145 2.04174 1.71198
H 1.51863 0.91629 -1.34673
O 1.62751 1.77582 -0.89970

---

17
Properties=species:S:1:pos:R:3 method="wB97M-V/def2-TZVPD" de_lowest_kcal_mol=45.8 homo_lumo_gap_ev="5.456 / 5.457"
C 1.25327 0.46205 -2.11288
C 0.03144 -0.52707 1.62174
C 0.03332 -1.60738 -0.54691
C -1.22227 1.55013 0.80799
N 0.22517 -0.45801 0.25229
N -0.99172 0.06153 0.89605
P 1.75326 0.38351 -0.49939
S -0.41136 2.60064 1.95904
H 1.90610 1.09587 -2.69621
H 0.24014 0.26070 -2.51416
H -0.18623 -1.47546 1.92120
H 0.60180 0.11936 2.31966
H -0.08159 -1.23781 -1.62009
H 0.91003 -2.25066 -0.51807
H -0.68219 -2.23619 -0.03959
H -1.15984 1.74234 -0.27221
H -2.21931 1.51646 1.04156

---

166
Properties=species:S:1:pos:R:3 method="wB97M-V/def2-TZVPD" spin_multiplicity=5 homo_lumo_gap_ev="9.026 / 8.498"
C -0.78311 -0.16437 2.28924
C -1.10407 -0.38095 0.81699
N -2.23769 -1.19421 0.44794
C -3.44785 -1.25199 1.15975
C -3.32917 -1.91157 2.52088
N -3.05451 -2.31820 3.55938
C -4.32054 -2.31150 0.38192
O -3.55415 -3.52981 0.41891
C -4.34248 -4.65890 0.74914
C -3.62425 -5.92107 0.22815
C -4.32443 0.08519 1.22945
C -5.58806 -0.04142 0.41407
N -6.54909 -0.29161 -0.16491
C -4.62591 0.57724 2.66092
C -5.71925 -0.07118 3.54394
C -6.49048 -1.29523 3.07350
O -7.31306 -1.71144 4.16661
C -8.43848 -2.44860 3.75535
N -3.62947 1.27597 0.61349
C -3.77162 1.50782 -0.63953
C -4.32940 2.86704 -1.05760
C -3.32024 0.61250 -1.79277
H -0.71953 -1.08305 2.87721
H 0.21190 0.28727 2.34680
H -1.47072 0.52590 2.78660
H -0.20123 -0.79525 0.35124
H -1.19167 0.62241 0.36074
H -2.25496 -1.54886 -0.48669
H -4.40344 -2.05894 -0.67570
H -5.25801 -2.53257 0.88613
H -5.34147 -4.61450 0.29698
H -4.44337 -4.72522 1.84131
H -3.84260 -6.00876 -0.83692
H -2.55802 -5.78196 0.40640
H -4.00207 -6.79022 0.76718
H -3.67283 0.56388 3.19811
H -4.85084 1.63981 2.55911
H -5.27260 -0.33311 4.51037
H -6.46587 0.68670 3.80027
H -7.17252 -0.99632 2.26866
H -5.88569 -2.15437 2.76524
H -8.49266 -3.42490 4.25056
H -8.47906 -2.63739 2.67705
H -9.34970 -1.89807 4.02439
H -5.41189 2.72509 -1.15208
H -4.12981 3.60032 -0.27564
H -3.92355 3.17197 -2.02475
H -3.87229 -0.32648 -1.88264
H -3.42204 1.13232 -2.74551
H -2.26027 0.41701 -1.60880
C -6.32866 -4.19112 -5.05987
C -6.06595 -2.72996 -4.62047
C -7.33279 -1.89388 -4.81431
C -7.63701 -1.58776 -6.28007
C -6.42424 -0.96417 -6.96873
C -5.14611 -1.79140 -6.80174
N -4.91297 -2.16402 -5.37867
O -4.45360 -1.11929 -4.75395
C -5.22503 -3.05371 -7.68244
C -3.95821 -1.00501 -7.35828
C -5.73499 -2.82197 -3.12939
H -6.68935 -4.78902 -4.22313
H -7.08657 -4.27611 -5.83773
H -5.41605 -4.67174 -5.41333
H -7.24041 -0.94790 -4.27063
H -8.18108 -2.41412 -4.36288
H -7.94853 -2.49380 -6.80725
H -8.48219 -0.89894 -6.33799
H -6.63269 -0.83173 -8.03278
H -6.26511 0.03877 -6.55982
H -4.36924 -3.70647 -7.50360
H -5.21058 -2.77620 -8.73681
H -6.13295 -3.63419 -7.53817
H -3.85372 -0.02607 -6.89346
H -4.09387 -0.84126 -8.42731
H -3.02538 -1.55408 -7.21908
H -4.83068 -3.41489 -2.96862
H -6.55215 -3.30530 -2.59394
H -5.59514 -1.84461 -2.66793
C 3.40882 1.62471 -3.41109
C 3.14727 2.00927 -1.93439
C 4.30068 2.87041 -1.41223
C 5.58459 2.08102 -1.16689
C 5.31625 0.87611 -0.26965
C 4.17803 -0.01123 -0.77527
N 2.95882 0.78094 -1.10480
O 2.36929 1.10697 0.00852
C 4.64983 -0.80828 -2.00728
C 3.86848 -1.07740 0.27732
C 1.86901 2.84595 -1.96566
H 2.98546 2.36799 -4.08646
H 4.46820 1.56390 -3.65814
H 2.94038 0.67314 -3.66448
H 4.00582 3.35927 -0.47771
H 4.49594 3.67857 -2.12159
H 6.02668 1.75926 -2.11436
H 6.32477 2.72939 -0.69321
H 6.22510 0.27818 -0.17408
H 5.08107 1.23585 0.73693
H 3.82542 -1.37568 -2.44246
H 5.42197 -1.52213 -1.71741
H 5.08959 -0.19204 -2.78807
H 3.62666 -0.64596 1.24701
H 4.73906 -1.71797 0.42043
H 3.03460 -1.70822 -0.03778
H 1.02680 2.25964 -2.34046
H 2.00475 3.70073 -2.62794
H 1.60293 3.24391 -0.98720
C 9.97007 -2.69705 4.62511
C 8.54512 -2.78299 4.02558
C 8.19963 -4.24247 3.71845
C 8.93744 -4.79937 2.50194
C 8.73779 -3.89522 1.28753
C 9.09140 -2.43150 1.56400
N 8.44444 -1.92853 2.80685
O 7.18901 -1.69341 2.55755
C 10.62228 -2.27736 1.65337
C 8.68499 -1.57774 0.36431
C 7.61703 -2.26511 5.12454
H 9.93968 -2.77889 5.71130
H 10.62935 -3.49406 4.28274
H 10.44041 -1.73964 4.39968
H 7.12253 -4.34141 3.54814
H 8.41997 -4.85642 4.59525
H 10.00293 -4.91865 2.71709
H 8.56121 -5.79925 2.27615
H 9.33875 -4.26142 0.45196
H 7.69294 -3.96346 0.96743
H 10.89402 -1.26224 1.94687
H 11.07579 -2.46960 0.68043
H 11.09392 -2.97044 2.34560
H 7.62876 -1.68442 0.11869
H 9.24870 -1.87724 -0.51944
H 8.89092 -0.52128 0.54715
H 7.83926 -1.22412 5.36602
H 7.75360 -2.85831 6.02855
H 6.56550 -2.33763 4.85144
C 1.73738 5.16202 3.79254
C 1.50593 6.34344 2.81882
C 0.60092 7.38853 3.47674
C -0.85980 6.95195 3.57557
C -1.38789 6.51311 2.21121
C -0.50809 5.45601 1.53909
N 0.92845 5.84982 1.53584
O 1.11476 6.75000 0.61486
C -0.69624 4.09991 2.24333
C -1.01053 5.21167 0.11711
C 2.89094 6.94836 2.58864
H 2.61613 5.33686 4.41320
H 0.90922 5.00524 4.48271
H 1.91830 4.23125 3.25406
H 0.64697 8.32701 2.91424
H 0.98413 7.61987 4.47387
H -0.97314 6.14518 4.30487
H -1.46222 7.78314 3.94839
H -2.40356 6.12481 2.31662
H -1.46089 7.39264 1.56309
H -0.00513 3.35568 1.84236
H -1.70806 3.72479 2.07991
H -0.56643 4.13955 3.32252
H -1.04580 6.12210 -0.47977
H -2.02428 4.81058 0.14646
H -0.38024 4.48565 -0.39973
H 3.56038 6.22511 2.11905
H 3.32617 7.24084 3.54418
H 2.85828 7.84137 1.96623

---

40
Properties=species:S:1:pos:R:3 method="wB97M-V/def2-TZVPD" charge=-2 de_lowest_kcal_mol=0.0 homo_lumo_gap_ev=4.308
C 2.18640 -2.04714 -2.06705
C 1.52776 -0.73138 -2.53677
N 0.59735 -0.19654 -1.55809
Ga -0.67601 1.12840 -2.24632
C -0.15538 2.98562 -1.53232
O -0.49167 4.00111 -2.18121
O 0.53241 2.98359 -0.46937
C -2.59754 0.50864 -1.74119
Cl -3.39784 1.56817 -0.49621
C -2.62308 -0.93302 -1.24326
C -2.61859 -1.89466 -2.43113
H 1.55538 -2.90876 -2.29339
H 2.32016 -2.00571 -0.98669
H 3.15978 -2.18986 -2.54864
H 1.00719 -0.91990 -3.47755
H 2.35221 -0.03205 -2.74276
H 1.14358 0.37443 -0.92300
H -0.61669 1.04407 -3.88909
H -3.22138 0.57993 -2.63265
H -3.53417 -1.11141 -0.65976
H -1.74904 -1.13085 -0.62232
H -2.58270 -2.93628 -2.10869
H -1.75640 -1.68873 -3.06705
H -3.51331 -1.73576 -3.03764
C 1.95126 1.29442 1.58463
O 1.14301 0.12800 1.64107
C 1.44962 -0.77825 2.66083
C 0.42825 -0.68737 3.77317
O 0.48563 0.55991 4.44746
C -0.48314 1.48400 3.97340
H 1.48819 1.96459 0.84855
H 2.00433 1.79132 2.56082
H 2.96902 1.03666 1.25661
H 2.45942 -0.60867 3.05745
H 1.41383 -1.79150 2.23696
H 0.60993 -1.47607 4.51538
H -0.56800 -0.83982 3.34635
H -1.49426 1.16460 4.25555
H -0.43372 1.60318 2.88927
H -0.27178 2.44308 4.44465